Entry 1:
Formula: F8N4O16S8Tl
Source: the OMol25 dataset
Level of theory: ωB97M-V/def2-TZVPD

Geometry as XYZ:
```
37
Properties=species:S:1:pos:R:3
Tl 0.0935 -0.6475 0.6045
S -1.5703 3.1459 0.3524
S -3.6628 -0.9103 2.3507
S -1.5838 -2.9029 -2.5172
S 3.7089 0.7854 0.8361
S -1.8861 -0.4436 3.8819
S 0.6292 3.2943 -0.8415
S 0.2389 -1.6844 -3.3593
S 4.1172 -0.9917 -0.7701
F -0.4879 0.2894 3.4427
F 3.2854 -2.1117 -1.5962
F 1.2661 -0.5020 -2.9576
F -2.1683 -3.1805 -1.0296
F 2.4754 1.5590 1.4921
F 1.8659 2.3803 -1.1710
F -2.3218 1.8485 0.8519
F -3.9242 -1.6359 0.9458
O 4.5475 -0.1507 -1.8443
O -2.7695 -2.4479 -3.2080
O -2.3044 3.5697 -0.7950
O -1.1089 -4.2189 -2.7479
O -0.5008 -0.9777 -4.3679
O 0.1365 3.5637 -2.1600
O -1.3757 -1.4968 4.7214
O -2.6504 0.6330 4.4448
O 5.0258 -1.8129 -0.0297
O 1.0883 -2.7699 -3.7857
O -1.5075 3.8779 1.5889
O 4.3509 1.7706 0.0233
O -4.2422 -1.8878 3.2399
O 4.3736 0.2835 2.0340
O -4.3915 0.3178 2.0844
O 1.1489 4.3275 0.0267
N -0.4198 -1.7986 -1.9666
N -2.1692 -0.8276 2.2596
N 2.8314 -0.4650 -0.0118
N -0.1382 2.2180 -0.0217
```

Values from the calculation:
LUMO energy = -6.11 eV
Energy above the lowest of the compared OMol25 structures with the same formula, charge and spin = 0.000 eV
Net charge = -1
Frontier orbital gap = 2.51 eV
HOMO = -0.3169 hartree

---

Entry 2:
Formula: C28H35N3O2PtSSi
Source: the OMol25 dataset
Level of theory: ωB97M-V/def2-TZVPD

Geometry as XYZ:
```
71
Properties=species:S:1:pos:R:3
Pt -0.5316 0.1964 -0.0221
S -1.1967 -0.4456 -3.0440
Si -1.5726 -0.6110 3.0743
O 1.8805 -0.7496 0.3588
O 0.8117 1.7097 -1.1626
N 0.4635 -0.0851 -5.0844
N 0.6709 1.5574 -3.5207
N -0.2021 -0.7148 2.0744
C 0.0867 0.4703 -3.8422
C 3.6275 -2.1570 -2.5157
C -2.9761 0.3281 2.2640
C 1.1887 -1.9624 3.6831
C -1.2884 0.2679 4.7354
C 1.1336 0.7928 -6.0292
C -2.2845 -2.3046 3.5501
C 2.3805 -2.6014 4.0131
C 3.4058 0.2510 -1.1476
C 0.1915 1.8127 -6.6636
C 2.8400 -2.0812 -1.3766
C 0.5689 -2.5560 -5.1024
C 4.3015 -1.0329 -2.9792
C 2.7384 -0.8768 -0.6974
C 2.4409 6.2106 -2.6825
C 0.9574 -1.3384 2.4308
C 3.4269 -2.6534 3.1097
C -0.1361 -1.2979 -5.6093
C 2.1176 5.4698 -3.8319
C 1.7114 4.3364 -1.3218
C 3.2595 -2.0385 1.8650
C 2.2212 5.6138 -1.4304
C 2.0768 -1.4082 1.5430
C 1.6017 4.1933 -3.7425
C 4.1818 0.1703 -2.2938
C 0.8817 2.2285 -2.3255
C -1.7585 0.5542 -1.6060
C 1.3846 3.5669 -2.4794
H 4.0657 -2.0482 1.1424
H 1.5880 0.1635 -6.7989
H 2.8389 7.2161 -2.7599
H -3.1931 -2.1912 4.1535
H 4.6718 1.0621 -2.6648
H 2.4600 6.1696 -0.5280
H -0.6545 1.3102 -7.1435
H 4.8965 -1.0889 -3.8834
H 4.3595 -3.1481 3.3536
H 0.0649 -3.4613 -5.4585
H -2.7945 0.2157 -1.5203
H 1.5390 3.8806 -0.3549
H -1.5683 -2.9016 4.1226
H 3.2462 1.1889 -0.6323
H -3.7517 0.5966 2.9951
H 2.2810 5.9096 -4.8120
H 3.6931 -3.0929 -3.0587
H -3.4314 -0.2695 1.4687
H -0.1941 2.4750 -5.8869
H -0.0729 -1.2540 -6.6993
H -0.8462 1.2568 4.5696
H -2.2406 0.4053 5.2605
H -0.6156 -0.2867 5.3961
H 2.2792 -2.9367 -1.0202
H 0.7103 2.4171 -7.4148
H 1.6085 -2.5745 -5.4418
H 2.4852 -3.0603 4.9911
H 1.9335 1.3144 -5.5048
H 1.3545 3.6415 -4.6420
H -1.7768 1.5943 -1.9433
H -2.5406 -2.8715 2.6483
H 0.5672 -2.5594 -4.0113
H -2.5868 1.2334 1.7930
H -1.1964 -1.3468 -5.3527
H 0.3895 -1.9353 4.4123
```

Values from the calculation:
LUMO energy (alpha / beta) = 4.66 / 4.64 eV
Energy above the lowest of the compared OMol25 structures with the same formula, charge and spin = 1.505 eV
2S+1 = 3
Net charge = -2
Frontier orbital gap (alpha / beta) = 3.38 / 5.58 eV
HOMO (alpha / beta) = 0.0469 / -0.0347 hartree
⟨S²⟩ = 2.025

---

Entry 3:
Formula: C27H33BrIN6O4PV
Source: the OMol25 dataset
Level of theory: ωB97M-V/def2-TZVPD

Geometry as XYZ:
```
74
Properties=species:S:1:pos:R:3
I 2.3557 1.6122 0.1708
Br 1.5951 -0.5910 -2.3620
V 0.0016 0.0289 -0.5207
P 0.2801 -0.5084 1.7047
O 0.5413 0.5244 2.8810
O -0.9559 -1.4282 2.0793
O 1.5640 -1.4328 1.7726
O -1.6382 -0.6940 -0.8736
N -0.6672 1.8254 -0.9987
N -2.5783 -2.7585 -1.0879
N -1.3936 3.4910 -2.2384
N -2.4022 7.6573 -7.4522
N -0.3161 -2.4311 -0.5035
N 1.0931 -4.2132 -0.1451
C -2.7360 5.1860 -3.3559
C -2.2405 6.9495 -6.5709
C 5.6837 1.7284 -2.6859
C -0.4536 1.4824 3.3253
C -1.3217 2.7078 -0.1908
C 2.7608 -1.7945 3.8951
C -2.0371 6.0655 -5.4799
C -1.6260 4.3411 -3.3465
C -0.7250 1.3208 4.8085
C -0.7291 4.3538 -4.4147
C 2.8077 -1.2100 2.4999
C -0.7307 2.3220 -2.2294
C 4.8263 1.9983 -1.6295
C 4.1596 0.0698 -3.5330
C 5.3611 0.7602 -3.6232
C -0.9882 -2.2054 3.3194
C -1.1885 -4.6386 -0.7594
C -2.3982 -4.1007 -1.0576
C 3.6353 1.2957 -1.5265
C -0.9327 5.2103 -5.4796
C -3.8588 -2.1611 -1.4114
C -1.7754 3.7442 -0.9495
C -2.4285 -2.4039 3.7344
C -0.1088 -3.7592 -0.4575
C 3.2949 0.3538 -2.4886
C -2.9402 6.0495 -4.4158
C -1.5139 -1.9507 -0.8141
H -1.0435 -5.7051 -0.7527
H -1.4160 2.5563 0.8693
H -1.1106 0.3294 5.0291
H 2.4121 -2.8233 3.8751
H -4.5987 -2.9358 -1.5948
H 6.0403 0.5282 -4.4311
H 3.9035 -0.6817 -4.2646
H -1.3814 1.3274 2.7599
H 2.1175 -1.2100 4.5460
H 3.7654 -1.7762 4.3099
H -2.3073 4.6249 -0.6536
H -0.4290 -1.6733 4.0913
H -3.7608 -1.5357 -2.3003
H -1.4768 2.0486 5.1039
H 5.0788 2.7333 -0.8811
H -3.2596 -4.7149 -1.2771
H -2.4556 -2.9298 4.6846
H -2.9286 -1.4464 3.8533
H -3.7929 6.7119 -4.4233
H 1.8248 -3.5740 0.1300
H 3.0175 -0.1403 2.5488
H 0.1408 3.7137 -4.4071
H -2.9619 -2.9947 2.9963
H 6.6152 2.2667 -2.7613
H -3.4570 5.1636 -2.5543
H -0.0444 2.4770 3.1214
H -4.1945 -1.5387 -0.5816
H 0.1750 1.4895 5.3915
H -0.4918 -3.1578 3.1211
H 3.5701 -1.7055 1.8919
H -0.3246 1.8483 -3.1083
H -0.2351 5.2276 -6.3034
H 1.2763 -5.2056 -0.1248
```

Values from the calculation:
LUMO energy (alpha / beta) = -9.72 / -9.47 eV
Energy above the lowest of the compared OMol25 structures with the same formula, charge and spin = 0.441 eV
2S+1 = 3
Net charge = +3
Frontier orbital gap (alpha / beta) = 5.99 / 6.25 eV
HOMO (alpha / beta) = -0.5776 / -0.5778 hartree
⟨S²⟩ = 2.017

---

Entry 4:
Formula: C6H11NO5
Source: the OMol25 dataset
Level of theory: ωB97M-V/def2-TZVPD

Geometry as XYZ:
```
23
Properties=species:S:1:pos:R:3
O -2.7870 1.8246 -0.2471
O -0.1615 0.7149 -0.7832
O 1.0009 -2.2239 -1.3171
O 3.1167 -0.1791 1.1022
O -0.4233 -1.6878 1.7188
N 2.5598 0.7391 0.5082
C 2.8534 1.9426 0.2904
C 0.8790 -1.3412 -0.2619
C 1.0203 0.0658 -0.7881
C -1.0277 0.1262 0.2130
C -0.4961 -1.3381 0.3756
C -2.4988 0.4110 -0.2506
H -0.9823 0.6906 1.0865
H -1.1509 -1.9295 -0.1342
H 0.3300 -1.2448 2.2316
H 0.7465 -3.0436 -1.0164
H -3.2266 -0.1175 0.4723
H 1.6303 0.2770 -1.7145
H 3.7306 2.5450 0.7855
H 1.6394 -1.6324 0.4341
H -2.8645 0.0856 -1.3205
H -2.5851 2.1957 0.6777
H 2.1923 2.4096 -0.4796
```

Values from the calculation:
LUMO energy (alpha / beta) = 0.58 / 0.58 eV
Energy above the lowest of the compared OMol25 structures with the same formula, charge and spin = 2.388 eV
Frontier orbital gap (alpha / beta) = 8.98 / 8.99 eV
HOMO (alpha / beta) = -0.3090 / -0.3091 hartree

---

Entry 5:
Formula: C3H4O3
Source: the OMol25 dataset
Level of theory: ωB97M-V/def2-TZVPD

Geometry as XYZ:
```
10
Properties=species:S:1:pos:R:3
O 0.2639 -0.4040 2.3819
O -2.1014 -0.1447 -0.2320
O -1.7777 1.2081 0.0281
C -0.5941 0.1058 1.7718
C -0.7890 0.3339 0.2221
C 0.2967 0.1055 -0.7368
H 0.9934 0.8625 -0.8047
H -1.5720 0.5019 2.2950
H 0.8163 -0.7331 -0.5701
H 0.0577 0.0635 -1.7475
```

Values from the calculation:
LUMO energy = 0.33 eV
Energy above the lowest of the compared OMol25 structures with the same formula, charge and spin = 5.145 eV
SMILES string = CC1(C=O)OO1
Frontier orbital gap = 10.83 eV
HOMO = -0.3857 hartree

---

Entry 6:
Formula: C17H11N3O2S
Source: the OMol25 dataset
Level of theory: ωB97M-V/def2-TZVPD

Geometry as XYZ:
```
34
Properties=species:S:1:pos:R:3
S -3.2271 0.3491 -0.5328
O 1.3897 -1.1266 0.2327
O 5.6938 -0.0766 -1.7377
N 0.9421 -0.6935 -1.9995
N 2.1828 -0.8302 -2.5401
N -1.3443 -0.0938 -2.5458
C -4.7907 0.6726 2.3653
C -1.3576 -0.4035 1.0969
C 4.5685 -0.3334 -2.4622
C 6.2863 -0.5783 -3.8800
C -1.6615 -0.1289 -1.2276
C -0.7790 -0.4966 -0.2452
C -2.7133 0.6319 3.5954
C 0.5944 -0.7945 -0.6491
C 6.7081 -0.2619 -2.6218
C -4.8582 0.9738 4.7710
C -2.6405 0.1459 1.1180
C -0.1030 -0.3939 -2.8754
C -5.5085 0.8976 3.5192
C -3.4024 0.4826 2.3640
C 3.2099 -0.2504 -1.9368
C -3.4299 0.8772 4.7770
C 4.8623 -0.6333 -3.7836
H 4.1917 -0.8292 -4.6137
H 0.1283 -0.4229 -3.8997
H 6.8976 -0.7015 -4.7770
H -5.3265 0.6636 1.4195
H 7.7712 -0.1270 -2.3934
H -1.6113 0.6029 3.6223
H -6.5691 1.0292 3.5004
H -2.9272 1.0074 5.7216
H -5.4261 1.1716 5.6933
H 3.0010 0.3508 -1.0413
H -0.7515 -0.6802 1.9663
```

Values from the calculation:
LUMO energy = -0.37 eV
SMILES string = O=c1c2cc(-c3ccccc3)sc2ncn1/N=C/c1ccco1
Frontier orbital gap = 7.65 eV
HOMO = -0.2947 hartree

---

Short version: E = -5579.44955 -2209.67362 -5834.44853 -665.97970 -342.26685 -1367.28858 Eh, in the order given.
Short version: max |F| = 9.9 0.8 2.9 4.1 4.1 3.4 eV Å⁻¹, in the order given.